No. 1
{
  "formula": "C16H14IrN10O5S2",
  "method": "ωB97M-V/def2-TZVPD",
  "elements": ["Ir", "N", "C", "N", "N", "N", "N", "C", "N", "N", "N", "N", "H", "C", "O", "C", "C", "C", "C", "C", "C", "N", "C", "C", "C", "C", "C", "C", "C", "O", "H", "H", "H", "H", "H", "H", "H", "H", "H", "H", "H", "H", "H", "O", "S", "O", "O", "S"],
  "positions_angstrom": [[1.54150, 1.08105, 1.32855], [1.46537, -1.28080, 3.80232], [1.93085, -0.02194, 4.09500], [2.27015, 0.36474, 5.30476], [2.63991, 1.65909, 5.15609], [2.52195, 2.04086, 3.94213], [2.08849, 0.97716, 3.22192], [1.19669, -1.72412, 2.53206], [0.99536, -2.98610, 2.20312], [0.81573, -2.95236, 0.86526], [0.89657, -1.74923, 0.42238], [1.10955, -0.92791, 1.47136], [1.54471, -1.97131, 4.52755], [-2.22426, -2.28378, -0.43531], [-1.50343, -1.18105, -0.96528], [-0.91069, -1.30939, -2.15509], [-1.22921, -2.30730, -3.07343], [-0.57372, -2.38499, -4.29078], [0.42033, -1.47608, -4.61864], [0.75238, -0.48869, -3.71007], [0.09026, -0.38267, -2.49217], [0.59388, 0.61674, -1.62328], [0.08619, 1.33352, -0.65696], [-1.23587, 1.50378, -0.15233], [-2.38497, 1.54042, -0.96174], [-3.60825, 1.81847, -0.41373], [-3.70092, 2.03648, 0.97615], [-2.60349, 1.98135, 1.79224], [-1.32143, 1.70052, 1.25338], [-0.30457, 1.58356, 2.04114], [-2.47950, -1.99912, 0.58211], [-1.59471, -3.17444, -0.41796], [-3.14218, -2.46429, -1.00128], [-1.98007, -3.04115, -2.82013], [-0.83529, -3.17673, -4.98100], [0.94519, -1.54500, -5.56114], [1.54804, 0.21487, -3.92468], [1.59938, 0.86182, -1.76783], [0.82653, 2.10272, -0.31064], [-2.28288, 1.37557, -2.02784], [-4.49014, 1.87637, -1.03679], [-4.66888, 2.25361, 1.41265], [-2.67863, 2.14017, 2.85965], [5.08991, 2.28179, -0.27049], [3.71153, 1.90942, -0.18912], [3.46161, 0.66854, 0.66799], [3.07141, 1.69616, -1.50075], [2.53961, 3.20966, 0.90064]],
  "forces_ev_per_a": [[0.0, 0.5, 0.2], [-0.1, 0.0, 0.0], [0.0, 0.0, 0.0], [0.1, 0.0, 0.0], [-0.1, 0.0, 0.0], [0.1, 0.0, 0.0], [0.0, -0.1, 0.0], [-0.1, 0.0, 0.0], [0.1, 0.0, 0.0], [0.0, 0.0, 0.0], [-0.1, 0.0, -0.1], [0.0, 0.0, 0.0], [0.0, 0.0, 0.0], [0.0, 0.0, 0.0], [-0.1, 0.1, 0.0], [0.0, 0.1, 0.0], [0.0, 0.0, 0.0], [0.0, 0.0, 0.0], [0.0, 0.0, 0.0], [0.0, 0.0, 0.0], [0.0, 0.0, 0.0], [0.0, 0.2, -0.1], [0.0, -0.4, -0.1], [0.2, -0.1, 0.0], [-0.1, -0.1, 0.0], [0.1, 0.0, -0.1], [0.0, 0.0, 0.1], [-0.1, 0.0, 0.0], [0.1, 0.0, 0.0], [-0.1, 0.0, 0.0], [0.0, 0.0, 0.0], [0.0, 0.0, 0.0], [0.0, 0.0, 0.0], [0.0, 0.0, 0.0], [0.0, 0.0, 0.0], [0.0, 0.0, 0.0], [0.0, 0.0, 0.0], [0.0, 0.0, 0.0], [0.1, -0.3, 0.2], [0.0, 0.0, 0.0], [0.0, 0.0, 0.0], [0.0, 0.0, 0.0], [0.0, 0.0, 0.0], [0.0, 0.0, 0.1], [0.0, 0.1, -0.3], [-0.1, 0.1, -0.1], [0.0, 0.0, 0.0], [0.0, 0.0, 0.0]],
  "homo_ev": -5.5,
  "total_charge": -1,
  "de_lowest_kcal_mol": 0.0,
  "orbital_gap_ev": 6.37
}

=====

No. 2
{
  "formula": "C4H10N2",
  "method": "ωB97M-V/def2-TZVPD",
  "elements": ["N", "C", "C", "C", "N", "C", "H", "H", "H", "H", "H", "H", "H", "H", "H", "H"],
  "positions_angstrom": [[2.26328, -0.37868, -0.15154], [1.11977, 0.69504, -0.16570], [-0.07512, 0.28049, 0.55040], [-1.40032, 0.85687, -0.02251], [-1.93917, -0.51034, -0.11018], [-0.59347, -1.07509, 0.14968], [1.85092, -1.26636, -0.47416], [2.47307, -0.62166, 0.80736], [1.53114, 1.63437, 0.29308], [0.92665, 1.03122, -1.28524], [0.00812, 0.55876, 1.60228], [-1.32129, 1.37635, -0.99502], [-1.93088, 1.53433, 0.65750], [-2.34067, -0.93772, -1.05744], [-0.45762, -1.84038, 0.97419], [-0.11440, -1.33722, -0.77269]],
  "forces_ev_per_a": [[-1.8, 0.8, -0.4], [3.5, 0.9, -2.0], [-1.4, 1.3, -0.1], [-0.3, 0.5, -0.5], [-1.1, -2.3, -1.8], [-0.3, -0.6, 1.6], [0.2, 0.6, -0.2], [0.1, 0.4, 0.4], [-0.1, -0.9, -0.4], [0.3, -1.2, 2.1], [0.0, -0.7, 0.1], [0.3, -0.2, 0.3], [-0.2, -0.3, -0.1], [1.0, 1.9, 2.7], [-0.6, 0.4, -1.2], [0.4, -0.7, -0.4]],
  "homo_ev": -8.9,
  "total_charge": 0,
  "de_lowest_kcal_mol": 53.1,
  "orbital_gap_ev": 9.94,
  "smiles": "NCC1CNC1"
}

=====

No. 3
{
  "formula": "C4H8NO3",
  "method": "ωB97M-V/def2-TZVPD",
  "elements": ["N", "C", "C", "C", "O", "C", "O", "O", "H", "H", "H", "H", "H", "H", "H", "H"],
  "positions_angstrom": [[-0.27616, -0.36018, 1.47698], [0.29849, 0.52347, 0.40825], [0.22741, -0.24684, -0.89488], [-1.16209, -0.25966, -1.49916], [-2.06414, -1.07460, -0.73978], [1.71839, 0.95269, 0.87493], [2.66586, 0.30311, 0.36856], [1.73984, 1.85292, 1.74519], [0.32349, -1.17930, 1.57495], [-0.19232, 0.15780, 2.34552], [-0.40596, 1.35686, 0.43156], [0.62192, -1.24506, -0.71555], [0.90504, 0.23864, -1.59332], [-1.09314, -0.73918, -2.47100], [-1.56165, 0.75600, -1.49035], [-1.74498, -1.03668, 0.17810]],
  "forces_ev_per_a": [[-0.1, -0.2, -0.1], [-0.4, -0.6, 1.0], [0.2, 0.9, 0.0], [0.1, -1.0, 1.0], [0.0, -0.1, 0.0], [0.1, 0.0, -0.4], [-0.2, 0.2, 0.2], [0.0, -0.2, 0.0], [0.1, 0.2, 0.0], [0.0, 0.0, 0.1], [0.3, 0.4, -0.4], [0.0, -0.2, -0.2], [0.2, 0.0, -0.2], [-0.3, 0.4, -0.4], [0.1, 0.1, -0.6], [0.0, 0.1, 0.1]],
  "homo_ev": -4.1,
  "total_charge": -1,
  "de_lowest_kcal_mol": 29.0,
  "orbital_gap_ev": 8.03,
  "smiles": "N[C@H](CCO)C(=O)[O-]"
}

=====

No. 4
{
  "formula": "C8H12CuO5",
  "method": "ωB97M-V/def2-TZVPD",
  "elements": ["O", "C", "C", "C", "O", "O", "Cu", "H", "H", "H", "H", "C", "C", "C", "C", "O", "C", "O", "H", "H", "H", "H", "H", "H", "H", "H"],
  "positions_angstrom": [[3.27425, -0.97748, 0.20494], [3.08047, 0.07299, 1.63776], [2.80437, 1.30919, 0.90836], [2.55896, 0.61478, -0.88881], [1.38367, 0.74807, -1.48163], [3.52179, 0.57502, -1.64759], [5.40924, -1.07705, -1.36371], [3.91255, 0.15628, 2.34393], [2.18202, -0.36090, 2.09508], [1.84299, 1.75736, 1.17369], [3.69404, 1.93696, 0.76858], [0.20516, 1.03365, -0.80225], [-0.86244, 0.24873, -0.89138], [-2.13955, 0.60102, -0.18551], [-2.79821, -0.54180, 0.57546], [-3.57442, -1.36658, -0.30327], [-4.86982, -1.21076, -0.26358], [-5.36579, -2.05157, -1.14515], [0.19501, 2.01877, -0.33323], [-0.82111, -0.65191, -1.50897], [3.03331, -1.90906, 0.20564], [-2.86724, 1.00118, -0.90855], [-1.95011, 1.40712, 0.53726], [-3.46524, -0.14445, 1.35042], [-2.05636, -1.19818, 1.04690], [-6.32752, -1.99138, -1.12439]],
  "forces_ev_per_a": [[1.1, 0.8, 2.2], [-1.1, -1.6, -1.2], [-0.5, -1.1, -3.6], [1.6, 3.3, 0.4], [-0.1, -0.9, 0.4], [0.3, -0.6, 0.9], [-1.5, 0.9, 0.3], [0.3, -0.9, -0.7], [0.5, -0.1, -0.2], [0.6, 0.3, 0.0], [-0.7, 0.1, 0.1], [-0.5, 0.1, 0.4], [0.4, 0.1, 0.0], [-0.2, 0.4, -0.1], [-0.3, 0.0, 0.3], [0.8, -0.4, -0.3], [-0.6, 0.4, 0.4], [0.2, -0.2, -0.2], [0.0, -0.3, 0.1], [0.0, 0.2, 0.2], [-0.4, -0.4, 1.0], [0.1, -0.2, 0.2], [0.0, -0.1, -0.2], [0.1, -0.1, -0.2], [-0.2, 0.1, -0.1], [0.0, 0.1, 0.1]],
  "homo_ev": -11.0,
  "total_charge": 1,
  "de_lowest_kcal_mol": 51.2,
  "orbital_gap_ev": 5.33
}

=====

No. 5
{
  "formula": "C4H10NO",
  "method": "ωB97M-V/def2-TZVPD",
  "elements": ["C", "C", "N", "C", "C", "O", "H", "H", "H", "H", "H", "H", "H", "H", "H", "H"],
  "positions_angstrom": [[-1.35452, 0.93299, 0.18839], [-0.39282, 0.25591, -0.80192], [-0.24227, 1.03485, -2.03466], [0.95719, -0.11148, -0.17658], [0.84437, -1.21895, 0.95560], [0.32314, -0.88821, 2.12562], [-2.36624, 0.58749, -0.01686], [-1.30942, 2.00922, -0.00964], [-1.01840, 0.73105, 1.20368], [-0.81814, -0.73082, -1.03654], [-0.09703, 0.45624, -2.84929], [-0.98739, 1.67836, -2.19973], [1.52461, 0.71695, 0.25598], [1.45228, -0.67340, -0.98744], [1.91763, -1.57486, 0.99198], [0.27582, -2.03065, 0.38796]],
  "forces_ev_per_a": [[0.6, 0.4, -0.8], [0.1, -0.5, 0.9], [0.6, 0.1, 0.0], [-0.7, -0.9, 0.1], [0.1, 0.1, -0.8], [-0.2, 0.3, 0.1], [-0.2, 0.1, 0.3], [-0.1, 0.1, 0.2], [-0.2, -0.3, 0.1], [-0.1, 0.0, 0.0], [-0.1, 0.0, 0.0], [-0.6, 0.2, -0.1], [0.0, 0.2, -0.5], [0.6, 0.6, 0.1], [-0.1, -0.2, 0.1], [0.2, -0.2, 0.2]],
  "homo_ev": -2.3,
  "total_charge": -1,
  "de_lowest_kcal_mol": 12.0,
  "orbital_gap_ev": 6.49,
  "smiles": "C[C@@H](N)CC[O-]"
}